No. 1
Density functional theory data (ωB97M-V/def2-TZVPD) for a structure of composition C5H11NO3 in a non-equilibrium geometry.

## Properties
HOMO (eV): -8.18
Energy relative to the best compared isomer or geometry (same formula, charge and spin) (eV): 4.485
Lowest unoccupied orbital energy (eV): -0.1
Orbital gap (eV): 8.11

Geometry (Å):
C1 -1.42950 -0.49762 -0.46867
C2 -0.58180 0.47651 -0.99087
C3 1.62844 0.29044 0.08178
C4 1.78406 1.73043 0.50979
C5 0.21635 -0.79047 0.60166
N1 -1.72278 -1.71958 -1.07702
O1 -2.41131 -0.05073 0.42427
O2 -0.11167 -0.20873 1.79702
O3 0.53812 -1.96958 0.46460
H1 -3.10871 -0.72149 0.38423
H2 -1.08609 -0.21592 1.86361
H3 -1.57507 -1.72033 -2.07889
H4 -1.15416 -2.45368 -0.64495
H5 -0.64685 1.49174 -0.62664
H6 -0.05758 0.29402 -1.91690
H7 2.25461 -0.34515 0.70945
H8 1.92262 0.07982 -0.94488
H9 1.31973 2.44652 -0.17331
H10 2.84433 1.99584 0.57354
H11 1.37726 1.88796 1.51216

***

No. 2
Density functional theory data (ωB97M-V/def2-TZVPD) for a cluster of 2 separate species, C2H2Cl2 in total in a non-equilibrium geometry.

## Properties
HOMO (spin up / spin down) (eV): -9.20 / -9.14
Energy relative to the best compared isomer or geometry (same formula, charge and spin) (eV): 7.304
Lowest unoccupied orbital energy (spin up / spin down) (eV): -1.5 / -1.5
Orbital gap (spin up / spin down) (eV): 7.71 / 7.68

Geometry (Å):
C1 -0.60889 1.48515 -0.31593
C2 0.95711 -0.81385 0.18858
Cl1 -0.34501 -1.74385 0.60209
Cl2 2.03631 -1.37935 -0.95786
H1 -1.74357 1.28086 -0.32126
H2 -0.29596 1.17104 0.80438

***

No. 3
Density functional theory data (ωB97M-V/def2-TZVPD) for a cluster of 5 separate species, C40H70F3NO13P in total in a non-equilibrium geometry.

## Properties
Charge: -1
HOMO (eV): -5.75
Lowest unoccupied orbital energy (eV): 1.5
Orbital gap (eV): 7.23

Geometry (Å):
C1 2.43108 3.59117 -1.96098
C2 1.60913 2.60956 -2.82605
C3 2.46155 1.97822 -3.95141
C4 2.54086 0.44757 -3.88298
C5 3.58296 -0.08442 -2.88748
C6 3.12093 -1.45901 -2.38956
C7 2.16335 -1.42480 -1.20770
C8 1.44067 -2.78161 -1.08902
C9 0.06657 -2.66838 -0.42805
C10 -0.80496 -3.84816 -0.82645
C11 -2.06280 -3.93362 0.03108
C12 -3.03526 -2.81533 -0.36922
C13 -4.51030 -3.21693 -0.51878
C14 -4.96093 -3.17866 -1.99609
C15 -5.69451 -1.87870 -2.35344
P1 -4.69547 -0.78747 -3.54539
O1 -3.82691 0.17972 -4.91149
C16 -3.74843 -0.43830 -5.98264
N1 -3.70298 -1.08684 -6.97162
O2 -5.32226 0.74154 -3.01085
C17 -4.53670 1.39716 -2.07208
C18 -3.99222 2.75751 -2.48724
C19 -3.08903 2.80590 -3.72319
C20 -1.67400 2.32371 -3.51014
F1 -1.21079 2.63873 -2.29806
F2 -1.47675 1.05319 -3.76238
F3 -0.84941 2.99714 -4.38222
C21 -3.60566 0.29895 -1.50691
O3 -2.47013 0.62670 -0.75563
C22 -2.73100 1.47427 0.32931
C23 -1.93394 1.05830 1.56678
C24 -0.89365 -0.01507 1.31100
O4 -2.79627 0.66582 2.64315
O5 -3.36241 -0.61775 -2.49286
H1 3.32320 3.91727 -2.47758
H2 2.74321 3.16185 -1.01742
H3 1.83670 4.47649 -1.77179
H4 1.20354 1.82141 -2.21092
H5 0.80020 3.18072 -3.26339
H6 2.05608 2.26556 -4.91350
H7 3.47207 2.36364 -3.88196
H8 2.82274 0.10924 -4.87491
H9 1.58508 -0.00353 -3.63930
H10 3.76789 0.62234 -2.08482
H11 4.50760 -0.22969 -3.43654
H12 2.59455 -1.92286 -3.21939
H13 3.97215 -2.09368 -2.17094
H14 1.44605 -0.61258 -1.28215
H15 2.75323 -1.24251 -0.31336
H16 1.29837 -3.14949 -2.09892
H17 2.08442 -3.43997 -0.51870
H18 -0.39509 -1.73277 -0.72431
H19 0.21528 -2.68978 0.64294
H20 -0.22142 -4.75993 -0.70818
H21 -1.10525 -3.72493 -1.86155
H22 -2.52600 -4.90626 -0.10488
H23 -1.78191 -3.86452 1.07841
H24 -2.98538 -2.04314 0.39476
H25 -2.67533 -2.37642 -1.28654
H26 -4.59425 -4.24986 -0.19264
H27 -5.14375 -2.59154 0.09394
H28 -4.05871 -3.26278 -2.59246
H29 -5.55475 -4.04721 -2.25492
H30 -6.01330 -1.38129 -1.44146
H31 -6.60201 -2.14934 -2.87609
H32 -5.82274 -0.79410 -4.44428
H33 -4.17734 -1.93787 -4.19732
H34 -5.19810 1.63171 -1.22940
H35 -4.86648 3.35183 -2.72883
H36 -3.48290 3.27735 -1.68629
H37 -2.97126 3.85273 -3.98556
H38 -3.54159 2.33923 -4.58121
H39 -4.26758 -0.23240 -0.79446
H40 -2.40008 2.47215 0.05918
H41 -3.77948 1.47551 0.60946
H42 -1.40148 1.93776 1.91946
H43 -1.35072 -0.98761 1.44656
H44 -0.13582 0.08219 2.08264
H45 -0.39545 0.09622 0.35970
H46 -2.64883 1.27691 3.36025
O6 2.28455 -2.28056 2.77983
C25 1.37557 -2.64394 3.46867
O7 0.12870 -2.82109 2.99408
C26 -0.76914 -3.16445 4.06938
C27 0.12305 -3.72391 5.16754
C28 1.41272 -2.93756 4.95791
H47 -1.29492 -2.25886 4.37919
H48 -1.49755 -3.88655 3.70970
H49 -0.29962 -3.62465 6.16074
H50 0.30753 -4.78395 4.98634
H51 1.41143 -1.99175 5.50312
H52 2.29907 -3.51292 5.21183
O8 3.12850 6.99047 -2.28204
C29 2.36432 6.62194 -3.12342
O9 2.76078 5.97123 -4.24275
C30 1.63530 5.75380 -5.11487
C31 0.41220 5.82231 -4.21379
C32 0.85960 6.82387 -3.15061
H53 1.63633 6.53660 -5.87769
H54 1.74141 4.78806 -5.60272
H55 -0.49516 6.10961 -4.74169
H56 0.23895 4.85362 -3.75520
H57 0.65254 7.85493 -3.44254
H58 0.42763 6.61792 -2.17579
O10 0.94982 -4.46022 7.96928
C33 2.12768 -4.50989 8.16131
O11 2.85315 -3.43514 8.55083
C34 4.25230 -3.76955 8.59182
C35 4.29631 -5.28508 8.73472
C36 3.03916 -5.70913 7.97744
H59 4.71650 -3.42554 7.66519
H60 4.71605 -3.25407 9.42885
H61 5.21572 -5.72495 8.35423
H62 4.20183 -5.56078 9.78580
H63 3.22808 -5.84283 6.91105
H64 2.58364 -6.60390 8.39038
O12 4.98966 3.95841 0.92453
C37 4.22567 3.56619 1.75461
O13 2.98661 3.10620 1.45826
C38 2.26796 2.81032 2.66843
C39 3.33936 2.60048 3.72935
C40 4.44267 3.54192 3.25664
H65 1.61763 3.65896 2.89789
H66 1.65469 1.92588 2.51033
H67 2.98574 2.80071 4.74131
H68 3.69400 1.57402 3.69282
H69 4.31534 4.55490 3.64248
H70 5.43645 3.17388 3.49427